{"formula": "C14H27O3S5ScSe2Si", "method": "ωB97M-V/def2-TZVPD", "elements": ["Sc", "O", "C", "S", "C", "C", "S", "S", "S", "O", "C", "C", "C", "O", "C", "Se", "C", "Se", "H", "H", "H", "H", "H", "H", "H", "H", "H", "H", "C", "S", "C", "H", "H", "H", "H", "H", "H", "C", "Si", "C", "C", "C", "H", "H", "H", "H", "H", "H", "H", "H", "H", "H", "H"], "coordinates": [[-0.378, 0.420, -0.397], [4.170, 0.958, 5.096], [3.417, 0.785, 4.157], [3.904, 0.837, 2.470], [2.333, 0.504, 1.748], [1.310, 0.339, 2.607], [-0.333, -0.059, 2.163], [1.693, 0.473, 4.320], [2.253, 0.370, 0.008], [-1.981, 1.355, -1.806], [-1.848, 2.467, -2.692], [-0.402, 2.851, -3.020], [-0.541, 4.122, -3.874], [0.687, 4.610, -4.406], [0.261, 1.757, -3.863], [0.380, -0.052, -3.059], [0.463, 3.186, -1.777], [-0.360, 3.104, 0.023], [-2.154, 0.562, -2.333], [-2.364, 3.303, -2.217], [-2.358, 2.220, -3.630], [-1.020, 4.900, -3.264], [-1.179, 3.926, -4.741], [1.346, 4.514, -3.709], [1.286, 2.057, -4.083], [-0.263, 1.669, -4.820], [0.833, 4.214, -1.850], [1.337, 2.533, -1.750], [0.679, -3.166, 0.872], [0.715, -2.488, -0.792], [-0.515, -3.558, -1.560], [0.970, -4.218, 0.865], [-0.308, -3.038, 1.315], [1.387, -2.583, 1.460], [-1.450, -3.526, -1.001], [-0.154, -4.586, -1.631], [-0.688, -3.162, -2.561], [-4.888, 0.357, -1.409], [-3.950, -0.153, 0.170], [-5.128, -1.354, 1.065], [-3.845, 1.367, 1.272], [-2.319, -0.907, -0.189], [-5.961, 0.166, -1.310], [-4.535, -0.197, -2.283], [-4.749, 1.421, -1.614], [-6.090, -0.883, 1.295], [-4.684, -1.692, 2.005], [-5.319, -2.241, 0.454], [-4.831, 1.801, 1.467], [-3.214, 2.126, 0.800], [-3.381, 1.118, 2.229], [-2.371, -1.476, -1.132], [-2.091, -1.633, 0.603]], "nbo_charge": [1.17, -0.64, 0.16, 0.30, -0.39, -0.40, -0.35, 0.30, -0.34, -0.76, -0.05, -0.16, -0.04, -0.74, -0.53, -0.43, -0.58, -0.38, 0.52, 0.20, 0.17, 0.16, 0.16, 0.47, 0.21, 0.19, 0.19, 0.24, -0.75, 0.30, -0.76, 0.19, 0.23, 0.25, 0.22, 0.19, 0.24, -1.11, 1.68, -1.11, -1.12, -1.54, 0.21, 0.22, 0.23, 0.20, 0.22, 0.21, 0.20, 0.26, 0.24, 0.22, 0.23], "de_lowest_kj_mol": 39.1, "total_charge": -2, "homo_lumo_gap_ev": 5.4842, "homo_ev": -1.013, "lumo_ev": 4.4716}